DFT (ωB97M-V with the def2-TZVPD basis set) results for a structure of composition C25H24BrN3O2S4SbV.

For the frontier orbital gap (spin up / spin down), the calculation gives 4.6 / 4.4 eV. The calculation puts the relative energy (zero: lowest compared OMol25 entry of this formula, charge and spin) at 235.2 kJ/mol. The expectation value of S² is 0.79.

```
! RIJCOSX wB97M-V def2-TZVPD def2/J DEFGRID3
* xyz -1 2
C 1.3676 -2.0861 2.8192
C -4.3906 -3.5784 -1.4165
H 0.6032 2.5207 -3.1244
H -1.2727 3.8616 -4.0606
C 4.5234 -1.2534 -2.4667
C 4.8980 0.0850 -2.5181
H 4.7751 -2.8675 -3.8668
H 5.7037 -3.0492 -2.3837
C 3.3474 -1.5902 -1.7997
C -0.4023 2.2557 -1.2422
H -7.3142 -2.2971 -0.3083
C -2.4504 3.7467 -2.2696
H 4.4096 2.1109 -1.9674
C -3.3625 -0.0175 -0.9362
C -2.4962 3.2264 -0.9936
H -3.8063 0.9411 -0.7209
S 2.0174 1.9639 -0.4154
H -3.2719 4.3342 -2.6525
H 1.6488 -0.8798 -0.6954
O 2.4276 1.9110 0.9641
C 1.0844 0.5392 3.4511
C 0.5381 -1.2380 2.1178
C -6.2757 -2.3399 -0.6186
S -1.4602 0.7228 5.3546
H -5.9633 -0.2568 -0.2547
S -2.6377 0.4612 1.6073
C 2.5578 0.3724 5.4569
C 2.5700 -0.6169 -1.1952
C -1.3284 3.4779 -3.0496
H -2.5828 -2.4749 -1.7079
H -3.9424 -4.5114 -1.7415
H 3.0295 -2.6258 -1.7571
H -6.3294 -4.4541 -1.0511
C 4.1249 1.0682 -1.9175
H -3.3381 3.3793 -0.3302
H 3.0779 1.2943 5.1945
H 5.8057 0.3647 -3.0402
N 0.4130 0.0577 2.4010
C -3.6211 -2.4326 -1.3928
H 2.7020 -2.2157 4.4905
C 5.3564 -2.3230 -3.1208
C 2.9650 0.7106 -1.2530
C -5.5171 -1.1869 -0.5894
Br -0.4369 -1.9219 0.6419
C -4.1528 -1.1820 -0.9808
H 1.7885 0.6216 6.1909
C 1.9104 -0.2369 4.2500
H 0.9562 1.5949 3.6440
H 1.4541 -3.1222 2.5288
V -0.8242 1.4315 1.2225
S -0.8104 3.2626 2.5291
H 3.2712 -0.3140 5.9121
C -5.7294 -3.5532 -1.0324
N -1.4987 2.4957 -0.5114
C -0.2853 2.7263 -2.5473
H 6.2296 -1.8982 -3.6147
Sb -2.5007 1.9432 3.7504
N 0.4819 1.4838 -0.4953
C 2.0563 -1.5699 3.9074
O 2.2312 3.1840 -1.1541
H -2.3242 -0.0556 -1.2405
*
```

***

DFT (ωB97M-V with the def2-TZVPD basis set) results for a structure of composition C25H24F3O4PPdSe2 in a non-equilibrium geometry.

For the frontier orbital gap, the calculation gives 5.5 eV. The calculation puts the relative energy (zero: lowest compared OMol25 entry of this formula, charge and spin) at 133.0 kJ/mol.

```
! RIJCOSX wB97M-V def2-TZVPD def2/J DEFGRID3
* xyz -2 1
C 3.3409 -0.7056 4.0054
Se -2.4657 -2.0968 -0.2113
C -3.1779 -1.5186 -1.9530
H -3.7437 -0.6021 -1.8106
H 4.3994 -0.9377 3.9716
O -1.2049 0.8120 2.9847
C 1.8246 0.2210 -1.1761
C -2.8377 -0.8212 -4.3283
C 0.9542 2.0248 1.1995
O -3.6966 -1.8312 -4.8545
C 2.4953 -0.3973 -2.2210
C 2.5736 -2.4330 -0.9652
H -0.6062 0.2181 -3.5149
H -2.3564 -3.8408 -2.6297
H -3.8783 -2.2729 -2.3182
C -2.1313 -1.2128 -3.0258
H -0.5621 -2.5639 -2.4142
H 2.6884 0.1612 -3.1295
F -4.0794 2.1231 0.9084
C 1.2980 -0.1568 2.8304
H 3.3845 -2.2140 -2.9432
C 1.3234 -0.3362 5.2395
F -4.4918 0.1286 1.6355
C 1.5400 -0.4681 0.0037
C 2.6368 3.7338 0.9162
Se -1.8441 1.5976 -1.8205
H 2.8397 -3.4802 -0.8813
H 1.6610 -2.3886 0.9608
C 0.0127 3.0222 1.4405
H 3.6678 3.9977 0.7110
H -0.4608 -0.4969 -1.9201
H -1.0110 2.7388 1.6512
C 1.9089 -1.8099 0.0786
C 2.6713 -0.6480 5.2212
H 1.4866 1.2435 -1.2938
H -2.0705 -0.5704 -5.0792
P 0.3805 0.2577 1.2570
C -1.2258 -2.4265 -3.2726
H -0.6200 -2.2760 -4.1720
O -1.4342 0.2797 5.1697
H -0.3745 5.1201 1.5842
H 3.1929 -0.5318 1.8846
C -0.8200 0.3736 4.1033
O -1.9629 -3.6392 -3.4914
C 2.8776 -1.7255 -2.1196
C 2.6576 -0.4692 2.8227
C 0.3780 4.3609 1.4108
F -4.8053 0.5894 -0.4385
C 0.6397 -0.0783 4.0590
C 2.2696 2.3986 0.9515
Pd -2.0470 0.4152 0.4565
H -3.2929 -2.6770 -4.6093
H 3.0291 1.6458 0.7783
H -3.4444 0.0720 -4.1586
C -3.9328 0.7860 0.5863
H 0.7597 -0.2715 6.1613
C -1.1728 -0.0780 -2.6244
C 1.6883 4.7237 1.1422
H 1.9676 5.7700 1.1034
H 3.2029 -0.8388 6.1477
*
```

***

DFT (ωB97M-V with the def2-TZVPD basis set) results for a structure of composition C25H24F4IrN5SSi.

For the frontier orbital gap (spin up / spin down), the calculation gives 6.9 / 5.9 eV. The calculation puts the relative energy (zero: lowest compared OMol25 entry of this formula, charge and spin) at 33.1 kJ/mol. The expectation value of S² is 8.84.

```
! RIJCOSX wB97M-V def2-TZVPD def2/J DEFGRID3
* xyz 1 6
F -4.2196 7.1867 2.3841
C -3.9820 4.0028 1.2639
C 0.5745 -3.2488 -0.1218
C 1.8188 -3.4528 -0.7589
N 2.0870 0.4534 -1.7194
C -2.1939 5.5854 0.9042
C -1.7331 3.2271 0.8902
H -2.3855 -0.7876 -2.2788
C -1.2910 4.5499 0.7771
C -0.0120 1.2250 0.6070
C 2.0280 1.5789 -3.8125
H -5.0268 3.8030 1.4538
C -2.6845 -3.3118 -0.7860
H -0.2444 4.7506 0.5945
H 0.2578 -6.4181 1.1082
H 3.9313 2.0298 -4.6952
H 0.3242 0.9633 -2.6404
H 5.1883 -0.1303 -0.5317
C 4.1255 1.0362 -2.8023
H -1.2760 0.2515 -1.3705
C -4.4879 6.4722 1.2795
H -2.9839 0.2180 -0.9541
C 1.9018 -5.7329 -0.0976
C 4.1077 -0.0415 -0.5602
Ir 1.1974 -0.2711 0.3155
C -3.5355 5.3090 1.1419
C 3.3398 -1.2520 2.5120
C -2.3430 -1.4512 1.6233
H 5.2069 1.0391 -2.7898
H -0.8947 -4.2556 1.0888
N 3.4213 -0.3776 0.4664
C 0.6842 -5.5853 0.5668
H -3.4089 -1.2111 1.6595
C -2.1449 -0.3983 -1.2873
H -3.4115 1.9330 1.2340
C 2.4699 -4.6590 -0.7724
H -2.1780 -2.3234 2.2606
C 3.4243 0.4857 -1.7450
H 2.4114 -6.6868 -0.0902
H 3.4281 -1.9610 4.4278
F 2.3595 -2.4250 -1.4353
H -1.7836 -0.6131 2.0418
N -0.0205 -2.0264 -0.0931
F -4.3796 7.3064 0.2326
H -2.0880 -3.8035 -1.5574
C -0.8085 2.1537 0.7402
N 3.9599 -1.6589 3.6322
H -3.6217 -2.9950 -1.2511
H -1.8611 6.6112 0.8165
C -3.0807 2.9591 1.1373
H 4.9518 -1.5137 3.7181
C 1.4024 0.9988 -2.7204
H 3.4055 -4.7496 -1.3062
N 4.1254 -0.8209 1.5459
C 3.4114 1.5883 -3.8556
F -5.7632 6.0750 1.3536
C 0.0267 -4.3785 0.5399
H 1.4349 2.0076 -4.6073
S 1.6101 -1.4080 2.4604
H -2.9312 -4.0485 -0.0220
Si -1.8400 -1.8034 -0.1151
*
```

***

DFT (ωB97M-V with the def2-TZVPD basis set) results for a structure of composition C25H24FN3O5S in a non-equilibrium geometry.

For the frontier orbital gap, the calculation gives 8.1 eV. The calculation puts the relative energy (zero: lowest compared OMol25 entry of this formula, charge and spin) at 61.9 kJ/mol.

```
! RIJCOSX wB97M-V def2-TZVPD def2/J DEFGRID3
* xyz 0 1
C -2.0248 1.5681 -2.7686
H -3.1759 0.7041 -1.1945
O 1.3653 0.0589 1.4962
H 1.2457 0.6478 -3.7002
C 0.4597 -3.4581 2.7812
H -2.0543 3.0591 0.4151
H 2.9379 -2.4143 -0.3259
C 0.3302 -2.3837 3.6988
H -2.6531 3.2972 -4.2297
H 3.8043 0.8655 0.3103
C -1.2098 -0.2743 -1.3430
H -0.5793 -1.7615 5.6805
C -3.1026 2.7020 -3.0610
F -0.0738 -6.3441 4.8173
C -0.5748 -3.9313 5.3354
C 3.2643 1.1716 1.1522
S -1.6366 4.5077 -1.9090
H -0.9805 -0.6781 -0.5164
C -0.9779 3.0396 0.2425
H 0.7447 -5.4735 2.6832
C -0.2280 -2.8418 4.9027
C -2.1352 0.7035 -1.8139
C 1.5869 2.7868 -0.5040
H -0.8423 -4.0806 6.2719
O 2.2378 -0.2344 -1.0879
H -0.5579 -2.4080 -2.2828
C 0.5044 -4.7571 3.2884
C 0.1712 -0.1396 -1.9570
O -1.1516 5.0045 -3.0262
H 0.8033 4.0373 -2.3017
O -2.2677 5.6711 -1.2137
H 0.3562 -1.1521 3.4829
H -0.6109 1.7096 1.8180
O 1.7204 -5.0472 0.4201
H -0.5453 2.1821 -4.4288
H 2.5447 -3.6389 -1.2174
C 0.1670 0.5831 -3.1629
C -0.6807 1.5846 -3.6649
C 1.0488 2.0294 0.4676
C 2.1412 -2.9707 -0.6691
H 3.7706 0.4690 2.0084
H 3.5948 2.1823 1.2359
H -4.0984 2.1909 -3.2761
C -0.8219 3.5526 -0.8024
C -0.1502 2.1513 0.9383
C 1.6571 -3.7629 0.6775
C -0.1800 -5.1938 4.4225
H -0.7790 -3.2455 -0.7666
N -2.9810 3.6008 -2.0204
N 1.1440 -2.2486 -1.3610
H 1.4238 -1.9453 1.4158
H 0.3564 -3.9411 -2.1848
N 1.3827 -2.8904 1.6161
H 2.3388 2.3767 -1.1590
C 1.8419 1.0665 1.0800
H -4.0547 4.0182 -2.0247
C 1.2409 -0.8426 -1.5302
C -0.1697 -3.0824 -1.5723
C 0.5863 3.4310 -1.2768
*
```

***

> Number 3 is which compound?

C25H24F4IrN5SSi

***

Please write out number 2 again, unchanged.
DFT (ωB97M-V with the def2-TZVPD basis set) results for a structure of composition C25H24F3O4PPdSe2 in a non-equilibrium geometry.

For the frontier orbital gap, the calculation gives 5.5 eV. The calculation puts the relative energy (zero: lowest compared OMol25 entry of this formula, charge and spin) at 133.0 kJ/mol.

```
! RIJCOSX wB97M-V def2-TZVPD def2/J DEFGRID3
* xyz -2 1
C 3.3409 -0.7056 4.0054
Se -2.4657 -2.0968 -0.2113
C -3.1779 -1.5186 -1.9530
H -3.7437 -0.6021 -1.8106
H 4.3994 -0.9377 3.9716
O -1.2049 0.8120 2.9847
C 1.8246 0.2210 -1.1761
C -2.8377 -0.8212 -4.3283
C 0.9542 2.0248 1.1995
O -3.6966 -1.8312 -4.8545
C 2.4953 -0.3973 -2.2210
C 2.5736 -2.4330 -0.9652
H -0.6062 0.2181 -3.5149
H -2.3564 -3.8408 -2.6297
H -3.8783 -2.2729 -2.3182
C -2.1313 -1.2128 -3.0258
H -0.5621 -2.5639 -2.4142
H 2.6884 0.1612 -3.1295
F -4.0794 2.1231 0.9084
C 1.2980 -0.1568 2.8304
H 3.3845 -2.2140 -2.9432
C 1.3234 -0.3362 5.2395
F -4.4918 0.1286 1.6355
C 1.5400 -0.4681 0.0037
C 2.6368 3.7338 0.9162
Se -1.8441 1.5976 -1.8205
H 2.8397 -3.4802 -0.8813
H 1.6610 -2.3886 0.9608
C 0.0127 3.0222 1.4405
H 3.6678 3.9977 0.7110
H -0.4608 -0.4969 -1.9201
H -1.0110 2.7388 1.6512
C 1.9089 -1.8099 0.0786
C 2.6713 -0.6480 5.2212
H 1.4866 1.2435 -1.2938
H -2.0705 -0.5704 -5.0792
P 0.3805 0.2577 1.2570
C -1.2258 -2.4265 -3.2726
H -0.6200 -2.2760 -4.1720
O -1.4342 0.2797 5.1697
H -0.3745 5.1201 1.5842
H 3.1929 -0.5318 1.8846
C -0.8200 0.3736 4.1033
O -1.9629 -3.6392 -3.4914
C 2.8776 -1.7255 -2.1196
C 2.6576 -0.4692 2.8227
C 0.3780 4.3609 1.4108
F -4.8053 0.5894 -0.4385
C 0.6397 -0.0783 4.0590
C 2.2696 2.3986 0.9515
Pd -2.0470 0.4152 0.4565
H -3.2929 -2.6770 -4.6093
H 3.0291 1.6458 0.7783
H -3.4444 0.0720 -4.1586
C -3.9328 0.7860 0.5863
H 0.7597 -0.2715 6.1613
C -1.1728 -0.0780 -2.6244
C 1.6883 4.7237 1.1422
H 1.9676 5.7700 1.1034
H 3.2029 -0.8388 6.1477
*
```

***

> What is the relative energy (zero: lowest compared OMol25 entry of this formula, charge and spin) in the third record?

33.1 kJ/mol

***

> relative energy (zero: lowest compared OMol25 entry of this formula, charge and spin) of number 1 (C25H24BrN3O2S4SbV)?

235.2 kJ/mol